[1]
# C12H7N4O7S

A 2-piece molecular cluster, C12H7N4O7S overall in a non-equilibrium geometry (ωB97M-V/def2-TZVPD, the OMol25 dataset).

Results
Total charge: -1
E_HOMO (eV): -3.7
Energy (eV): -43677.9658

Element x y z (Å)
C1 -3.822 2.018 2.558
C2 -3.170 3.209 2.216
C3 -1.800 3.204 1.921
C4 -1.092 2.005 1.983
S1 0.712 1.914 1.531
O1 1.019 0.493 1.612
O2 0.829 2.609 0.250
C5 -1.725 0.823 2.332
C6 -3.095 0.827 2.616
H1 -4.888 2.016 2.790
H2 -3.734 4.143 2.193
H3 -1.295 4.135 1.662
H4 -1.151 -0.099 2.390
H5 -3.585 -0.105 2.897
O3 0.190 -4.324 -3.423
N1 1.215 -3.994 -2.802
O4 2.208 -4.748 -2.678
C7 1.317 -2.694 -2.183
C8 2.490 -2.326 -1.536
C9 2.636 -1.018 -1.014
N2 3.923 -0.655 -0.442
O5 4.742 -1.569 -0.205
O6 4.165 0.547 -0.219
C10 1.595 -0.065 -1.054
C11 0.406 -0.415 -1.709
N3 -0.748 0.303 -1.882
O7 -1.600 -0.607 -2.550
N4 -1.010 -1.833 -2.779
C12 0.236 -1.719 -2.258
H6 3.313 -3.036 -1.453
H7 1.722 0.963 -0.763

[2]
# C6H8N4

One molecule with the formula C6H8N4 in a non-equilibrium geometry (ωB97M-V/def2-TZVPD, the OMol25 dataset).

Results
E_HOMO (alpha / beta) (eV): -3.5 / -11.4
Energy (eV): -12304.0559
Multiplicity: 3

Element x y z (Å)
C1 -2.394 -0.263 -0.729
C2 2.250 -0.094 -0.549
C3 -0.610 1.177 -0.125
C4 0.300 0.498 0.927
C5 -1.054 0.090 -1.083
C6 0.912 -0.712 0.123
N1 -3.483 -0.519 -0.486
N2 3.291 0.134 -0.959
N3 0.034 -0.928 -1.044
N4 1.207 -1.969 0.638
H1 -1.493 1.713 0.263
H2 -0.027 1.863 -0.761
H3 1.031 1.026 1.370
H4 -0.304 0.168 1.765
H5 -0.956 0.419 -2.150
H6 -0.292 -1.895 -0.988
H7 1.302 -1.923 1.622
H8 1.947 -2.509 0.200